{
  "formula": "C27H54Cl36FN2O3",
  "method": "ωB97M-V with the def2-TZVPD basis set",
  "orbital_gap_ev": 9.438,
  "e_tot_ev": -491513.223,
  "charge": 1,
  "species": ["C", "C", "F", "N", "C", "C", "N", "C", "C", "O", "C", "O", "C", "C", "O", "H", "H", "H", "H", "H", "H", "H", "H", "H", "H", "H", "H", "H", "H", "H", "H", "H", "H", "C", "Cl", "Cl", "H", "H", "C", "Cl", "Cl", "H", "H", "C", "Cl", "Cl", "H", "H", "C", "Cl", "Cl", "H", "H", "C", "Cl", "Cl", "H", "H", "C", "Cl", "Cl", "H", "H", "C", "Cl", "Cl", "H", "H", "C", "Cl", "Cl", "H", "H", "C", "Cl", "Cl", "H", "H", "C", "Cl", "Cl", "H", "H", "C", "Cl", "Cl", "H", "H", "C", "Cl", "Cl", "H", "H", "C", "Cl", "Cl", "H", "H", "C", "Cl", "Cl", "H", "H", "C", "Cl", "Cl", "H", "H", "C", "Cl", "Cl", "H", "H", "C", "Cl", "Cl", "H", "H", "C", "Cl", "Cl", "H", "H"],
  "xyz": [[-1.1019, 0.0995, 4.0635], [-2.1937, 0.3394, 2.9226], [-3.4575, -0.1899, 3.4285], [-1.8455, -0.1782, 1.5794], [-1.6885, -1.6609, 1.5446], [-1.1725, -2.1450, 0.1047], [-1.2854, -1.1213, -0.9842], [-0.7057, -1.6472, -2.2939], [0.8744, -1.8840, -2.2421], [1.2675, -3.2425, -1.9111], [2.0438, -3.8323, -2.9714], [3.2726, -4.0353, -2.8204], [-0.7861, 0.2491, -0.6307], [-0.7150, 0.5479, 0.9517], [0.6030, 0.1375, 1.4072], [-0.7419, -0.9768, 4.1514], [-1.5168, 0.5263, 5.0520], [-0.1708, 0.7342, 3.8096], [-2.3375, 1.4783, 2.8250], [-0.9772, -2.0913, 2.3249], [-2.7350, -2.1055, 1.7248], [-1.8595, -3.0210, -0.2074], [-0.1315, -2.6013, 0.2205], [-2.3049, -1.0179, -1.1812], [-1.0367, -0.9744, -3.1689], [-1.1775, -2.6771, -2.5244], [1.4388, -1.1826, -1.5320], [1.3067, -1.6633, -3.2927], [1.5844, -4.1998, -3.9847], [0.2109, 0.5363, -1.1010], [-1.5645, 0.9930, -1.0532], [-0.7866, 1.6803, 1.1681], [1.0721, -0.3333, 0.6777], [-1.2004, 4.7624, 3.6318], [-1.5023, 4.2227, 1.9730], [-0.4691, 3.4720, 4.5930], [-0.5247, 5.6149, 3.6100], [-2.1449, 5.0528, 4.0873], [1.7333, -5.3548, -7.3084], [1.8875, -5.0762, -5.5613], [0.1804, -4.7921, -7.9384], [2.5299, -4.8224, -7.8211], [1.8207, -6.4240, -7.4973], [-3.9038, -4.0892, 3.7950], [-4.6342, -4.4606, 2.2299], [-2.1546, -4.3510, 3.7608], [-4.0999, -3.0460, 4.0388], [-4.3436, -4.7336, 4.5525], [-1.9932, 8.3627, 5.2009], [-2.2949, 7.8240, 3.5430], [-1.2613, 7.0764, 6.1688], [-1.3176, 9.2161, 5.1777], [-2.9386, 8.6533, 5.6557], [-2.4749, -1.3138, -6.3258], [-0.8921, -1.8237, -5.7236], [-3.4846, -0.6797, -5.0182], [-2.3338, -0.5348, -7.0736], [-2.9747, -2.1706, -6.7750], [1.0292, -1.3683, -10.1996], [0.3345, -1.6022, -8.5904], [-0.1149, -0.5630, -11.2791], [1.9250, -0.7553, -10.1121], [1.2864, -2.3405, -10.6179], [-4.2867, 11.8956, 5.3652], [-3.0668, 11.6985, 4.1006], [-3.7121, 11.2605, 6.9126], [-4.5103, 12.9549, 5.4789], [-5.1877, 11.3574, 5.0748], [-2.4216, 14.5738, 7.3565], [-2.2025, 14.8049, 9.0941], [-4.0098, 15.1479, 6.8297], [-1.6509, 15.1304, 6.8254], [-2.3349, 13.5134, 7.1274], [3.1910, 1.8404, 6.0834], [3.5016, 3.5796, 6.0751], [1.4848, 1.4939, 5.7742], [3.7933, 1.3695, 5.3078], [3.4628, 1.4369, 7.0576], [-2.0385, -7.8170, 4.3880], [-3.3518, -8.9621, 4.0904], [-1.7231, -7.6404, 6.1183], [-1.1354, -8.1793, 3.8988], [-2.3162, -6.8465, 3.9797], [-1.3986, 5.2146, -2.0444], [-1.7058, 4.6746, -3.6990], [-0.6627, 3.9290, -1.0783], [-0.7230, 6.0681, -2.0702], [-2.3429, 5.5049, -1.5860], [5.3867, -3.9482, -8.6479], [4.7105, -4.2145, -7.0367], [4.2321, -3.1119, -9.6951], [6.2868, -3.3421, -8.5581], [5.6332, -4.9114, -9.0917], [2.0653, -2.9331, 4.2463], [1.0446, -4.3286, 3.8850], [1.8342, -1.6596, 3.0430], [1.7998, -2.5442, 5.2284], [3.1089, -3.2441, 4.2426], [-5.5741, 5.8002, -3.7349], [-6.8493, 4.6054, -3.9964], [-5.2376, 6.0101, -2.0114], [-4.6664, 5.4640, -4.2337], [-5.8924, 6.7545, -4.1515], [-7.0269, -2.2412, 4.8664], [-7.2842, -2.7617, 3.1948], [-6.3797, -3.5523, 5.8605], [-6.3231, -1.4099, 4.8739], [-7.9793, -1.9213, 5.2859], [4.8456, -7.0651, -3.2884], [4.1630, -7.5117, -4.8565], [6.6006, -7.2739, -3.2749], [4.6118, -6.0209, -3.0855], [4.4074, -7.6979, -2.5181], [9.0686, -4.5602, -4.3233], [8.3827, -5.0121, -5.8904], [10.8235, -4.7684, -4.3095], [8.8346, -3.5157, -4.1227], [8.6318, -5.1915, -3.5486], [9.0030, -4.1273, -0.0682], [8.1580, -4.8902, -1.4211], [9.9121, -2.7084, -0.6008], [8.2714, -3.8195, 0.6772], [9.6938, -4.8471, 0.3680]],
  "forces_ev_per_a": [[0.12, 0.74, -0.22], [0.55, 1.12, 1.63], [1.85, 0.40, -1.43], [0.58, -0.15, 0.49], [-0.58, -0.43, -0.36], [-0.58, -2.18, 1.59], [-0.27, -0.35, -0.50], [0.48, -1.16, -1.26], [0.52, 0.70, -1.18], [0.33, 0.10, -1.59], [4.08, -0.92, 0.67], [-5.01, 0.92, -0.16], [-0.62, 3.08, 0.50], [0.03, -0.33, -0.74], [-0.53, -0.10, -1.05], [-0.79, 1.38, 0.03], [0.59, -0.95, -1.54], [-1.55, -1.06, 0.23], [0.05, -1.78, 0.04], [-0.85, 0.69, -1.03], [1.67, 0.66, -0.22], [1.21, 1.39, 0.33], [-1.20, 1.09, -0.61], [0.87, -0.03, 0.40], [0.71, -0.73, 1.63], [0.61, 1.66, 0.61], [-0.97, -0.95, -0.89], [-0.93, -0.02, 1.58], [-0.25, 1.60, 2.75], [-1.33, -0.83, 0.47], [1.32, -1.21, 0.52], [-0.17, -1.86, -0.50], [-0.52, 0.54, 0.95], [-0.11, 0.06, 0.37], [-0.08, 0.15, 0.03], [-0.14, 0.39, -0.14], [-0.05, -0.25, -0.07], [0.15, -0.13, -0.13], [-0.19, -0.27, -0.51], [0.09, -0.64, -1.47], [0.05, -0.33, 0.11], [-0.25, 0.03, 0.23], [-0.08, 0.13, 0.19], [-0.19, 0.01, 0.12], [0.21, -0.14, -0.14], [0.00, 0.24, 0.09], [0.12, -0.12, -0.11], [0.14, 0.02, -0.21], [-0.04, 0.28, 0.17], [-0.11, 0.23, -0.11], [0.01, 0.03, 0.08], [-0.06, -0.20, -0.06], [0.13, -0.14, -0.10], [-0.14, 0.01, -0.31], [0.02, -0.10, 0.09], [-0.05, 0.02, 0.02], [0.07, -0.06, 0.20], [0.11, 0.07, 0.19], [0.20, -0.01, -0.18], [0.20, 0.26, -0.15], [0.08, -0.02, -0.04], [-0.21, -0.02, 0.05], [-0.17, 0.10, 0.09], [-0.34, 0.11, -0.13], [-0.01, 0.02, -0.06], [-0.10, -0.06, 0.08], [0.17, -0.17, 0.03], [0.22, -0.04, 0.05], [0.33, -0.07, -0.07], [0.06, -0.06, -0.07], [-0.02, 0.03, -0.08], [-0.20, 0.04, 0.13], [-0.11, 0.17, 0.12], [0.27, -0.07, 0.08], [0.06, -0.07, 0.00], [0.28, -0.43, 0.22], [-0.18, 0.14, 0.03], [-0.14, 0.14, -0.10], [0.07, 0.06, -0.19], [0.01, 0.02, -0.10], [0.08, 0.11, -0.03], [-0.14, -0.05, 0.16], [-0.01, -0.28, 0.17], [-0.17, 0.34, 0.00], [-0.06, 0.06, 0.00], [0.12, -0.07, -0.10], [0.01, -0.25, -0.03], [0.10, -0.18, -0.09], [0.37, -0.09, 0.01], [0.45, 0.08, 0.07], [-0.01, 0.00, -0.10], [-0.22, -0.01, 0.03], [-0.16, 0.13, 0.07], [0.31, -0.03, 0.18], [0.17, -0.10, 0.05], [0.13, -0.13, 0.31], [-0.09, -0.02, -0.20], [-0.19, -0.02, -0.09], [0.07, 0.07, -0.31], [0.05, 0.03, -0.07], [0.12, 0.06, 0.04], [-0.13, -0.04, 0.17], [-0.05, -0.15, 0.17], [-0.15, 0.31, -0.01], [-0.17, 0.23, 0.15], [-0.14, 0.06, 0.21], [-0.03, -0.20, -0.05], [0.13, -0.17, -0.07], [-0.12, 0.19, 0.23], [0.01, -0.12, 0.04], [-0.01, -0.05, 0.06], [0.09, -0.13, -0.16], [0.13, -0.03, -0.20], [-0.09, -0.05, 0.01], [-0.11, 0.03, -0.07], [-0.04, 0.03, 0.12], [0.08, -0.15, -0.09], [0.31, 0.11, -0.77], [0.07, 0.00, 0.28], [-0.24, -0.03, 0.87], [0.00, -0.01, 0.08], [0.06, 0.01, -0.21], [-0.06, 0.10, -0.20]]
}